Entry 1:
Formula: C4H16N2O3
Source: the OMol25 dataset
Level of theory: ωB97M-V/def2-TZVPD

```
! RIJCOSX wB97M-V def2-TZVPD def2/J DEFGRID3
* xyz 0 1
C 2.546 0.090 0.527
C 0.968 0.361 0.207
C 0.766 1.562 -0.706
O -0.614 1.511 -1.170
N 0.208 0.732 1.474
C -0.646 -0.295 2.097
N -2.168 0.019 1.935
H 2.736 -0.666 1.310
H 2.897 1.034 0.760
H 3.086 -0.464 -0.298
H 0.456 -0.568 -0.049
H 0.801 2.537 -0.135
H 1.315 1.542 -1.748
H -0.647 1.116 -2.178
H 0.187 1.548 1.868
H -0.500 -0.395 3.244
H -0.423 -1.335 1.633
H -2.382 0.808 2.579
H -2.162 0.398 0.969
O 0.987 -2.659 -1.479
H 0.906 -2.397 -2.375
H 0.141 -2.271 -1.004
O -1.669 -0.778 -2.083
H -2.675 -0.957 -1.910
H -1.440 -0.086 -1.425
*
```

The energy relative to the best compared isomer or geometry (same formula, charge and spin) comes out at 3.325 eV. Its SMILES is C[C@H](CO)NCN.O.O.

Here are the Mulliken charges for atoms 1 to 8, given in e: -1.447 1.735 -0.522 -0.668 -0.212 -0.417 -0.660 0.335

---

Entry 2:
Formula: C4H16N2O3
Source: the OMol25 dataset
Level of theory: ωB97M-V/def2-TZVPD

```
! RIJCOSX wB97M-V def2-TZVPD def2/J DEFGRID3
* xyz 0 1
N -2.469 1.176 0.873
C -0.997 1.380 0.817
C -0.167 0.241 1.406
N 0.098 0.546 2.813
C 1.198 0.015 0.671
C 0.987 -0.426 -0.763
O 1.791 -1.651 -1.023
H -2.751 1.721 1.675
H -2.715 0.278 1.241
H -0.767 1.480 -0.249
H -0.806 2.355 1.265
H -0.779 -0.656 1.292
H 0.606 -0.210 3.248
H 0.557 1.433 2.938
H 1.578 -0.782 1.309
H 1.733 0.956 0.709
H 1.307 0.312 -1.481
H -0.003 -0.794 -1.035
H 1.808 -2.033 -0.140
O -0.049 1.371 -3.007
H -0.647 0.908 -2.410
H 0.602 0.709 -3.269
O -0.378 -2.605 -2.415
H 0.526 -2.347 -2.616
H -0.262 -3.378 -1.849
*
```

The energy relative to the best compared isomer or geometry (same formula, charge and spin) comes out at 1.753 eV. Its SMILES is NC[C@H](N)CCO.O.O.

Here are the Mulliken charges for atoms 1 to 8, given in e: -0.693 -0.567 0.281 -0.693 -0.954 -0.483 -0.585 0.289

---

Entry 3:
Formula: C4H16N2O3
Source: the OMol25 dataset
Level of theory: ωB97M-V/def2-TZVPD

```
! RIJCOSX wB97M-V def2-TZVPD def2/J DEFGRID3
* xyz 0 1
N 0.874 -2.579 0.895
C -0.130 -2.378 -0.099
C 0.366 -1.592 -1.421
N 1.485 -0.718 -1.258
C 1.254 0.721 -1.365
C 0.998 1.386 0.005
O -0.060 2.300 -0.104
H 1.718 -3.096 0.764
H 0.460 -3.047 1.689
H -0.830 -3.190 -0.427
H -0.796 -1.682 0.426
H -0.525 -1.186 -1.921
H 0.713 -2.457 -1.973
H 2.353 -0.869 -1.726
H 0.441 1.029 -2.052
H 2.149 1.149 -1.870
H 0.754 0.592 0.710
H 1.928 1.794 0.388
H 0.064 2.940 -0.814
O -1.039 2.076 2.396
H -0.593 2.500 1.650
H -1.627 1.479 1.913
O -2.803 0.432 0.499
H -2.737 -0.491 0.746
H -3.621 0.515 0.006
*
```

The energy relative to the best compared isomer or geometry (same formula, charge and spin) comes out at 2.150 eV. Its SMILES is NCCNCCO.O.O.

Here are the Mulliken charges for atoms 1 to 8, given in e: -0.505 -0.306 -0.588 -0.185 -0.724 -0.138 -0.584 0.180

---

Entry 4:
Formula: C4H16N6
Source: the OMol25 dataset
Level of theory: ωB97M-V/def2-TZVPD

```
! RIJCOSX wB97M-V def2-TZVPD def2/J DEFGRID3
* xyz 2 1
C -2.282 0.900 -1.312
C -0.248 2.144 -0.716
N -0.788 1.072 -1.314
N -0.799 2.658 0.397
N 0.995 2.547 -1.077
H -0.336 0.852 -2.192
H -0.192 3.306 0.893
H -1.687 3.131 0.274
H 1.482 2.061 -1.833
H 1.654 2.630 -0.308
H -2.817 0.655 -0.390
H -2.405 -0.020 -1.878
H -2.637 1.861 -1.677
C 2.502 -1.486 0.624
C 0.118 -1.887 1.009
N 1.177 -1.133 1.184
N 0.208 -2.983 0.259
N -1.063 -1.490 1.525
H 1.224 -0.239 1.613
H 0.931 -3.033 -0.446
H -0.497 -3.705 0.267
H -1.151 -1.106 2.443
H -1.894 -2.034 1.337
H 3.003 -2.335 1.072
H 3.030 -0.537 0.662
H 2.472 -1.829 -0.414
*
```

The energy relative to the best compared isomer or geometry (same formula, charge and spin) comes out at 1.334 eV.

Here are the Mulliken charges for atoms 1 to 8, given in e: -0.949 0.551 -0.153 -0.411 -0.488 0.281 0.256 0.290

---

Entry 5:
Formula: C4H16N8Na5O16S3
Source: the OMol25 dataset
Level of theory: ωB97M-V/def2-TZVPD

```
! RIJCOSX wB97M-V def2-TZVPD def2/J DEFGRID3
* xyz -1 1
Na -23.020 27.156 -16.240
Na -23.743 27.509 -10.679
Na -23.735 25.609 -13.502
Na -21.151 24.491 -14.858
Na -22.257 24.269 -10.952
S -20.999 26.581 -12.941
O -19.968 27.603 -12.686
O -21.567 26.736 -14.288
O -20.503 25.226 -12.813
O -22.138 26.715 -11.979
S -24.695 24.340 -16.148
O -24.463 22.974 -16.572
O -23.442 24.961 -15.603
O -25.144 25.186 -17.301
O -25.715 24.399 -15.078
S -22.107 22.112 -13.424
O -21.051 22.215 -14.478
O -23.113 21.133 -13.779
O -21.496 21.922 -12.095
O -22.767 23.470 -13.383
C -17.045 25.949 -11.142
O -16.083 25.404 -10.642
N -17.403 25.886 -12.480
N -17.964 26.623 -10.338
H -18.275 26.374 -12.593
H -17.248 24.976 -12.904
H -17.568 27.093 -9.545
H -18.771 26.997 -10.808
C -20.470 30.047 -9.963
O -20.620 30.923 -9.134
N -21.349 28.988 -10.091
N -19.407 29.987 -10.808
H -21.156 28.289 -10.794
H -22.148 28.885 -9.502
H -18.746 30.739 -10.775
H -19.380 29.263 -11.509
C -18.400 28.889 -15.651
O -17.616 29.135 -16.556
N -19.770 29.064 -15.807
N -18.022 28.558 -14.387
H -20.409 28.653 -15.150
H -19.950 29.398 -16.737
H -17.055 28.368 -14.193
H -18.717 28.249 -13.709
C -17.821 24.268 -15.712
O -17.258 23.812 -14.744
N -18.770 25.273 -15.669
N -17.673 23.723 -16.966
H -19.061 25.604 -16.570
H -18.954 25.721 -14.791
H -16.944 23.067 -17.163
H -18.317 23.963 -17.697
*
```

Here are the Mulliken charges for atoms 1 to 8, given in e: 0.920 0.950 0.950 0.855 0.799 0.508 -0.429 -0.597

---

Entry 6:
Formula: C4H16N8O4
Source: the OMol25 dataset
Level of theory: ωB97M-V/def2-TZVPD

```
! RIJCOSX wB97M-V def2-TZVPD def2/J DEFGRID3
* xyz 0 1
N -8.667 -20.694 -5.244
C -7.688 -20.295 -4.373
N -7.856 -19.004 -3.931
O -6.768 -21.004 -4.022
H -8.697 -21.664 -5.498
H -9.509 -20.149 -5.321
H -7.115 -18.504 -3.476
H -8.537 -18.413 -4.404
N -11.996 -16.762 -3.668
C -10.943 -17.610 -3.792
N -10.700 -18.456 -2.744
O -10.223 -17.592 -4.789
H -12.586 -16.718 -2.857
H -12.067 -16.042 -4.369
H -11.460 -18.689 -2.130
H -9.864 -19.017 -2.809
N -5.906 -19.824 0.437
C -7.146 -20.236 0.041
N -8.061 -19.223 -0.145
O -7.446 -21.393 -0.151
H -5.699 -18.852 0.568
H -5.212 -20.508 0.672
H -7.933 -18.264 0.119
H -8.974 -19.510 -0.442
N -12.112 -12.979 -5.326
C -12.244 -13.931 -6.302
N -11.369 -14.987 -6.235
O -13.156 -13.920 -7.109
H -11.297 -13.025 -4.743
H -12.684 -12.159 -5.392
H -10.539 -15.031 -5.670
H -11.526 -15.711 -6.914
*
```

The energy relative to the best compared isomer or geometry (same formula, charge and spin) comes out at 0.423 eV. Its SMILES is NC(N)=O.NC(N)=O.NC(N)=O.NC(N)=O.

Here are the Mulliken charges for atoms 1 to 8, given in e: -0.343 0.501 -0.282 -0.633 0.225 0.204 0.153 0.273

---

| no. | energy (eV) |
| --- | --- |
| 1 | -13527.4965 |
| 2 | -13529.0685 |
| 3 | -13528.6717 |
| 4 | -13333.5227 |
| 5 | -103689.2558 |
| 6 | -24522.5331 |